Computed, not measured: a single C23H19Cl2N3O2 molecule in a non-equilibrium geometry, with ωB97M-V/def2-TZVPD.

E_tot   -2123.01613 Ha
SMILES   C[C@@H](NC(=O)/C=C/c1ccco1)c1nc2ccccc2n1Cc1c(Cl)cccc1Cl
Frontier orbital gap   0.3071 Eh

Last column: Mulliken charge in e.
Positions of all 49 atoms, in Å:
C (0.85515, 0.97066, 2.98839)  -1.73
H (-0.01849, 0.68165, 3.56723)  0.49
H (0.90601, 2.05383, 2.91653)  0.36
C (0.76971, 0.35208, 1.59304)  0.75
N (-0.43789, 0.77557, 0.90501)  0.05
C (-1.59543, 0.06553, 1.01392)  0.37
O (-1.63301, -1.03884, 1.52832)  -0.66
C (-2.76592, 0.72509, 0.41062)  -0.55
C (-3.96370, 0.12418, 0.43107)  -0.14
C (-5.17251, 0.64632, -0.12687)  0.19
C (-5.45891, 1.81532, -0.79949)  -0.32
C (-6.83219, 1.77157, -1.10697)  -0.57
C (-7.28946, 0.58710, -0.60597)  -0.35
O (-6.30265, -0.09379, -0.01708)  -0.34
H (-8.26400, 0.13974, -0.60976)  0.45
H (-7.40267, 2.51331, -1.62726)  0.43
H (-4.77210, 2.60015, -1.04053)  0.46
H (-4.03967, -0.84574, 0.90608)  0.43
H (-2.62281, 1.69162, -0.04882)  0.24
H (-0.48055, 1.74547, 0.63196)  0.33
C (1.97597, 0.71304, 0.78844)  0.43
N (2.93993, 1.45340, 1.25498)  -0.82
C (3.86468, 1.55339, 0.25029)  0.38
C (5.08517, 2.21777, 0.21321)  -0.78
C (5.81869, 2.14100, -0.95110)  -0.42
C (5.35986, 1.42462, -2.05827)  -0.71
C (4.15011, 0.76038, -2.04195)  -0.99
C (3.40637, 0.83068, -0.87460)  0.81
N (2.19053, 0.30295, -0.50499)  0.32
C (1.35037, -0.49550, -1.35968)  -0.91
C (0.85934, -1.78032, -0.74239)  -0.60
C (1.69864, -2.62776, -0.01847)  0.91
C (1.22643, -3.78684, 0.57661)  -0.63
C (-0.10340, -4.13630, 0.43606)  -0.54
C (-0.95100, -3.34735, -0.31782)  -0.57
C (-0.46468, -2.18924, -0.89877)  0.68
Cl (-1.55653, -1.25327, -1.85551)  -0.18
H (-1.98675, -3.61524, -0.44751)  0.43
H (-0.47824, -5.03036, 0.90793)  0.39
H (1.90407, -4.40543, 1.14289)  0.46
Cl (3.38343, -2.25917, 0.14376)  -0.18
H (1.93859, -0.73802, -2.25124)  0.29
H (0.48376, 0.09521, -1.67691)  0.32
H (3.81143, 0.20885, -2.90724)  0.40
H (5.96854, 1.38900, -2.94969)  0.40
H (6.77264, 2.64332, -1.01466)  0.38
H (5.43394, 2.76714, 1.07264)  0.44
H (0.68626, -0.73839, 1.68721)  0.00
H (1.75293, 0.62164, 3.48734)  0.36